(1)
DFT (ωB97M-V with the def2-TZVPD basis set) results for a 3-piece molecular cluster, C3H10O3 overall at a distorted geometry.

Geometry as ORCA input:
```
! wB97M-V def2-TZVPD RIJCOSX def2/J DEFGRID3
* xyz 0 1
H 1.663 -2.122 1.053
H 0.651 2.198 1.544
H -0.873 1.502 -1.700
C -0.263 1.575 1.439
O 0.685 -0.006 -1.455
H -0.809 -2.421 0.122
H 0.752 -0.852 1.165
C -0.713 0.965 0.317
H -0.355 -1.845 -1.215
H 1.243 0.069 -2.301
O 0.854 -1.780 1.453
H -1.384 0.118 0.048
H 0.702 2.171 -0.933
C -0.042 1.284 -0.976
H -1.043 1.512 2.253
O -1.067 -2.369 -0.814
*
```

## Properties
* energy above the lowest of the compared OMol25 structures with the same formula, charge and spin: 39.9 kcal/mol
* structure (SMILES): C=CCO.O.O
* gap between HOMO and LUMO: 10.819 eV
* E_tot: -345.95091 Ha

(2)
DFT (ωB97M-V with the def2-TZVPD basis set) results for a 2-piece molecular cluster, C3H10O3 overall at a distorted geometry.

Geometry as ORCA input:
```
! wB97M-V def2-TZVPD RIJCOSX def2/J DEFGRID3
* xyz 0 1
H 0.151 -1.312 2.878
H -0.854 -0.389 1.113
H 1.534 -2.215 0.714
H 0.224 4.169 -0.603
C 1.060 -1.319 1.106
H 0.228 -1.452 -1.557
H -1.948 -1.259 -1.856
H -0.851 -2.111 0.565
H 0.253 0.228 -1.050
O 1.032 -1.486 2.525
C -0.274 -0.722 -0.929
H 1.650 -0.421 0.887
O -1.600 -0.452 -1.467
O 0.300 4.723 -1.388
C -0.345 -1.150 0.515
H -0.559 5.167 -1.451
*
```

## Properties
* energy above the lowest of the compared OMol25 structures with the same formula, charge and spin: 14.7 kcal/mol
* structure (SMILES): OCCCO.O
* gap between HOMO and LUMO: 11.116 eV
* E_tot: -345.99108 Ha

(3)
DFT (ωB97M-V with the def2-TZVPD basis set) results for a 3-piece molecular cluster, C3H10O3 overall at a distorted geometry.

Geometry as ORCA input:
```
! wB97M-V def2-TZVPD RIJCOSX def2/J DEFGRID3
* xyz 0 1
O -0.839 3.332 1.130
C 0.096 1.162 0.389
O -3.237 -5.879 -1.484
C -0.295 -0.031 -0.523
H -2.391 -5.430 -1.162
H 4.538 0.880 0.724
C -0.824 2.190 0.443
H -1.337 -0.068 -0.756
H -0.035 3.820 1.097
H -1.559 2.279 -0.409
O 4.317 1.584 1.258
H -3.641 -6.190 -0.739
H 3.653 2.072 0.755
H 1.222 1.236 0.656
H 0.228 -0.831 0.122
H 0.106 -0.126 -1.503
*
```

## Properties
* energy above the lowest of the compared OMol25 structures with the same formula, charge and spin: 55.5 kcal/mol
* structure (SMILES): C/C=C/O.O.O
* gap between HOMO and LUMO: 9.427 eV
* E_tot: -345.92603 Ha

What is the formula in the second record? C3H10O3

Which formula does entry 2 have? C3H10O3

What did the first record say?
DFT (ωB97M-V with the def2-TZVPD basis set) results for a 3-piece molecular cluster, C3H10O3 overall at a distorted geometry.

Geometry as ORCA input:
```
! wB97M-V def2-TZVPD RIJCOSX def2/J DEFGRID3
* xyz 0 1
H 1.663 -2.122 1.053
H 0.651 2.198 1.544
H -0.873 1.502 -1.700
C -0.263 1.575 1.439
O 0.685 -0.006 -1.455
H -0.809 -2.421 0.122
H 0.752 -0.852 1.165
C -0.713 0.965 0.317
H -0.355 -1.845 -1.215
H 1.243 0.069 -2.301
O 0.854 -1.780 1.453
H -1.384 0.118 0.048
H 0.702 2.171 -0.933
C -0.042 1.284 -0.976
H -1.043 1.512 2.253
O -1.067 -2.369 -0.814
*
```

## Properties
* energy above the lowest of the compared OMol25 structures with the same formula, charge and spin: 39.9 kcal/mol
* structure (SMILES): C=CCO.O.O
* gap between HOMO and LUMO: 10.819 eV
* E_tot: -345.95091 Ha